The following is a quantum chemistry calculation of a cluster of 25 separate species, H50O25 in total, from OMol25.

As for the energy above the lowest of the compared OMol25 structures with the same formula, charge and spin: 69.6 kcal/mol. The maximum force is 1.353 eV Å⁻¹. Its charge is 0. The calculation puts the LUMO energy at -0.51 eV. The value obtained for the HOMO energy is -10.007 eV.

Each line ends with the Mulliken charge.
Atoms and positions in Å:
1 O 2.429 0.069 0.652  -0.3924
2 H 2.345 0.855 1.192  0.2839
3 H 2.873 -0.563 1.217  0.1961
4 O 0.763 4.581 3.536  -0.5953
5 H 1.056 3.721 3.232  0.4390
6 H 1.552 4.992 3.888  0.2830
7 O 3.700 -0.043 -1.826  -0.6713
8 H 3.074 -0.226 -1.125  0.4584
9 H 4.251 0.659 -1.478  0.3350
10 O -0.282 -1.115 -2.777  -0.6383
11 H -0.551 -2.032 -2.831  0.3174
12 H -0.379 -0.783 -3.669  0.1892
13 O -4.662 1.778 2.165  -0.6692
14 H -5.068 1.738 3.031  0.2572
15 H -4.757 0.892 1.815  0.4551
16 O 2.974 3.676 0.430  -0.7319
17 H 2.359 3.497 1.142  0.2731
18 H 2.418 3.820 -0.336  0.3014
19 O 4.911 2.159 -0.637  -0.7066
20 H 4.225 2.718 -0.272  0.4582
21 H 5.359 1.798 0.128  0.2777
22 O -1.137 5.137 -0.028  -0.6013
23 H -1.091 4.271 -0.433  0.2764
24 H -0.255 5.495 -0.129  0.2992
25 O -2.405 -3.904 -4.557  -0.6428
26 H -2.384 -4.854 -4.672  0.2783
27 H -2.148 -3.766 -3.646  0.4615
28 O 4.489 -1.328 2.519  -0.6570
29 H 5.189 -1.687 3.065  0.2459
30 H 4.666 -0.388 2.490  0.2710
31 O -4.874 -0.766 1.545  -0.7697
32 H -5.560 -1.297 1.949  0.2895
33 H -4.933 -0.969 0.611  0.3307
34 O 0.701 -4.549 -0.847  -0.6321
35 H 1.085 -5.367 -0.532  0.2628
36 H 1.299 -4.253 -1.534  0.3230
37 O -1.741 -3.568 -2.109  -0.7182
38 H -2.056 -2.848 -1.562  0.2717
39 H -1.066 -3.994 -1.580  0.3161
40 O -0.397 0.314 -0.539  -0.4676
41 H 0.388 0.203 -0.003  0.2836
42 H -0.227 -0.205 -1.325  0.2985
43 O 1.132 0.107 4.449  -0.6727
44 H 0.256 0.082 4.834  0.3204
45 H 1.307 -0.799 4.193  0.3086
46 O -4.867 3.093 -0.514  -0.6645
47 H -5.090 2.717 0.338  0.3413
48 H -3.963 2.819 -0.668  0.3859
49 O 0.252 -3.283 1.842  -0.5467
50 H 0.496 -3.348 0.918  0.2888
51 H 1.087 -3.280 2.311  0.3623
52 O -2.171 1.171 -3.857  -0.5482
53 H -2.977 1.221 -4.371  0.2617
54 H -1.519 1.628 -4.387  0.3081
55 O 2.733 -2.240 -3.352  -0.6151
56 H 3.489 -2.609 -2.895  0.2971
57 H 2.588 -1.393 -2.931  0.3431
58 O -2.116 2.359 -1.009  -0.5083
59 H -1.833 1.709 -0.366  0.3504
60 H -1.735 2.063 -1.835  0.2118
61 O -2.414 -1.685 2.503  -0.6213
62 H -3.189 -1.324 2.072  0.3860
63 H -1.735 -1.669 1.828  0.2964
64 O 2.681 -3.236 3.127  -0.6568
65 H 3.082 -3.696 3.865  0.3086
66 H 3.318 -2.563 2.889  0.3554
67 O -1.445 2.452 1.973  -0.6181
68 H -2.302 2.218 1.616  0.1675
69 H -1.454 3.408 2.009  0.3222
70 O 1.291 2.051 2.243  -0.7636
71 H 1.311 1.547 3.056  0.3378
72 H 0.363 2.100 2.014  0.4210
73 O -0.543 -1.825 -5.868  -0.5923
74 H -1.133 -1.083 -5.999  0.2976
75 H -1.036 -2.582 -6.185  0.2964